Molecular formula: C40H50N10
Method: DFT, ωB97M-V/def2-TZVPD

Properties
LUMO energy in eV: 0.307
Spin multiplicity: 1
HOMO energy in eV: -7.73
M in g/mol: 670.91
SMILES string: c1cc[nH]c1.c1cc[nH]c1.c1cc[nH]c1.c1cc[nH]c1.c1cc[nH]c1.c1cc[nH]c1.c1cc[nH]c1.c1cc[nH]c1.c1cc[nH]c1.c1cc[nH]c1
Energy above the lowest of the compared OMol25 structures with the same formula, charge and spin in kcal/mol: 19.37

Each atom is followed by the atoms it is bonded to, with distances in Å.
CARTESIAN COORDINATES (ANGSTROEM)
1 C -14.908 -0.483 -14.164  C2 1.417, C5 1.372, H6 1.078
2 C -16.045 -1.143 -14.691  C1 1.417, C3 1.371, H7 1.078
3 C -17.143 -0.680 -14.014  C2 1.371, N4 1.366, H8 1.076
4 N -16.710 0.282 -13.147  C3 1.366, C5 1.363, H9 1.009
5 C -15.354 0.409 -13.223  C1 1.372, N4 1.363, H10 1.078
6 H -13.884 -0.622 -14.472  C1 1.078
7 H -15.994 -1.982 -15.366  C2 1.078
8 H -18.180 -0.960 -14.077  C3 1.076
9 H -17.284 0.819 -12.514  N4 1.009
10 H -14.844 1.191 -12.683  C5 1.078
11 C -19.975 1.205 -12.674  C12 1.429, C15 1.365, H16 1.077
12 C -19.496 0.897 -11.363  C11 1.429, C13 1.368, H17 1.077
13 C -18.639 1.902 -11.007  C12 1.368, N14 1.376, H18 1.077
14 N -18.598 2.814 -12.037  C13 1.376, C15 1.369, H19 1.006
15 C -19.459 2.418 -13.025  C11 1.365, N14 1.369, H20 1.075
16 H -20.596 0.531 -13.241  C11 1.077
17 H -19.715 0.014 -10.787  C12 1.077
18 H -18.152 2.129 -10.073  C13 1.077
19 H -18.204 3.735 -11.941  N14 1.006
20 H -19.613 2.983 -13.927  C15 1.075
21 C -15.022 6.139 -8.629  C22 1.413, C25 1.380, H26 1.077
22 C -14.534 7.377 -8.155  C21 1.413, C23 1.372, H27 1.080
23 C -15.498 8.330 -8.368  C22 1.372, N24 1.374, H28 1.077
24 N -16.556 7.696 -8.974  C23 1.374, C25 1.352, H29 1.010
25 C -16.305 6.372 -9.081  C21 1.380, N24 1.352, H30 1.077
26 H -14.491 5.206 -8.720  C21 1.077
27 H -13.563 7.542 -7.711  C22 1.080
28 H -15.526 9.396 -8.217  C23 1.077
29 H -17.348 8.226 -9.309  N24 1.010
30 H -16.944 5.709 -9.640  C25 1.077
31 C -19.126 7.468 -10.903  C32 1.416, C35 1.369, H36 1.076
32 C -19.768 8.152 -9.843  C31 1.416, C33 1.370, H37 1.078
33 C -19.232 9.410 -9.752  C32 1.370, N34 1.382, H38 1.075
34 N -18.311 9.522 -10.776  C33 1.382, C35 1.365, H39 1.005
35 C -18.257 8.355 -11.482  C31 1.369, N34 1.365, H40 1.078
36 H -19.292 6.440 -11.175  C31 1.076
37 H -20.542 7.756 -9.206  C32 1.078
38 H -19.338 10.210 -9.041  C33 1.075
39 H -17.716 10.314 -10.943  N34 1.005
40 H -17.536 8.217 -12.271  C35 1.078
41 C -16.737 2.862 -18.498  C42 1.432, C45 1.366, H46 1.077
42 C -17.712 2.309 -17.608  C41 1.432, C43 1.361, H47 1.077
43 C -17.095 2.175 -16.402  C42 1.361, N44 1.365, H48 1.080
44 N -15.780 2.515 -16.526  C43 1.365, C45 1.363, H49 1.005
45 C -15.555 2.899 -17.814  C41 1.366, N44 1.363, H50 1.078
46 H -16.922 3.173 -19.512  C41 1.077
47 H -18.759 2.124 -17.784  C42 1.077
48 H -17.465 1.782 -15.467  C43 1.080
49 H -15.119 2.362 -15.784  N44 1.005
50 H -14.626 3.323 -18.161  C45 1.078
51 C -10.437 4.035 -10.450  C52 1.420, C55 1.371, H56 1.078
52 C -10.951 5.251 -9.926  C51 1.420, C53 1.372, H57 1.079
53 C -10.151 5.617 -8.874  C52 1.372, N54 1.370, H58 1.077
54 N -9.083 4.758 -8.846  C53 1.370, C55 1.377, H59 1.005
55 C -9.230 3.812 -9.837  C51 1.371, N54 1.377, H60 1.077
56 H -10.793 3.403 -11.247  C51 1.078
57 H -11.930 5.666 -10.104  C52 1.079
58 H -10.176 6.448 -8.190  C53 1.077
59 H -8.237 4.809 -8.308  N54 1.005
60 H -8.557 2.971 -9.838  C55 1.077
61 C -13.951 4.076 -13.328  C62 1.421, C65 1.369, H66 1.078
62 C -15.328 4.311 -13.064  C61 1.421, C63 1.360, H67 1.081
63 C -15.435 5.494 -12.402  C62 1.360, N64 1.368, H68 1.079
64 N -14.169 5.947 -12.151  C63 1.368, C65 1.368, H69 1.008
65 C -13.265 5.100 -12.732  C61 1.369, N64 1.368, H70 1.079
66 H -13.502 3.227 -13.818  C61 1.078
67 H -16.169 3.771 -13.475  C62 1.081
68 H -16.247 6.062 -11.974  C63 1.079
69 H -13.848 6.597 -11.451  N64 1.008
70 H -12.213 5.326 -12.651  C65 1.079
71 C -17.029 5.632 -16.111  C72 1.423, C75 1.363, H76 1.077
72 C -18.275 5.293 -15.513  C71 1.423, C73 1.367, H77 1.074
73 C -19.113 6.352 -15.725  C72 1.367, N74 1.365, H78 1.077
74 N -18.448 7.281 -16.472  C73 1.365, C75 1.373, H79 1.004
75 C -17.174 6.838 -16.730  C71 1.363, N74 1.373, H80 1.076
76 H -16.100 5.088 -16.131  C71 1.077
77 H -18.473 4.355 -15.027  C72 1.074
78 H -20.135 6.504 -15.421  C73 1.077
79 H -18.855 8.149 -16.770  N74 1.004
80 H -16.535 7.450 -17.343  C75 1.076
81 C -11.262 8.504 -11.932  C82 1.420, C85 1.377, H86 1.079
82 C -12.561 8.820 -12.412  C81 1.420, C83 1.370, H87 1.077
83 C -13.325 9.144 -11.321  C82 1.370, N84 1.362, H88 1.077
84 N -12.576 8.921 -10.206  C83 1.362, C85 1.365, H89 1.004
85 C -11.295 8.609 -10.560  C81 1.377, N84 1.365, H90 1.076
86 H -10.372 8.273 -12.495  C81 1.079
87 H -12.891 8.776 -13.436  C82 1.077
88 H -14.348 9.478 -11.287  C83 1.077
89 H -12.829 9.098 -9.251  N84 1.004
90 H -10.476 8.636 -9.864  C85 1.076
91 C -6.580 4.869 -13.810  C92 1.426, C95 1.371, H96 1.076
92 C -7.871 5.003 -14.401  C91 1.426, C93 1.371, H97 1.078
93 C -8.744 5.418 -13.429  C92 1.371, N94 1.368, H98 1.076
94 N -8.018 5.624 -12.288  C93 1.368, C95 1.368, H99 1.005
95 C -6.704 5.326 -12.523  C91 1.371, N94 1.368, H100 1.078
96 H -5.719 4.450 -14.300  C91 1.076
97 H -8.142 4.770 -15.418  C92 1.078
98 H -9.818 5.481 -13.444  C93 1.076
99 H -8.357 5.821 -11.362  N94 1.005
100 H -5.978 5.392 -11.729  C95 1.078

Atom charges from the Löwdin analysis, given in e for atoms 1 to 2: C -0.119; C -0.114